# 1
A cluster of 2 separate species, C7H10O in total at a distorted geometry. Source: OMol25; level of theory: wB97M-V/def2-TZVPD.

The value obtained for the total energy is -347.851212 hartree. The SMILES is c1ccccc1.CO. The value obtained for the relative energy (zero: lowest compared OMol25 entry of this formula, charge and spin) is 294.0 kJ/mol. The maximum force comes out at 0.133 hartree/bohr.

Each line ends with the Löwdin charge.
Atoms and positions in Å:
C1 -0.4401 -0.0862 1.6925  -0.09
C2 -1.6477 -0.2717 1.0796  -0.09
C3 -1.9537 0.4604 -0.0807  -0.12
C4 -1.0832 1.2159 -0.7865  -0.11
C5 0.1216 1.6142 -0.0954  -0.05
C6 0.3401 0.9381 1.1221  -0.10
H1 -0.2157 -0.2896 2.7996  0.14
H2 -2.4224 -0.8364 1.5287  0.09
H3 -2.8989 0.2160 -0.4694  0.09
H4 -1.3590 1.6941 -1.7446  0.12
H5 0.7274 2.2648 -0.5156  0.05
H6 1.3372 0.9008 1.6411  0.12
C7 1.8651 -1.4446 -0.9058  -0.26
O1 0.4965 -1.6411 -1.1721  -0.20
H7 2.5053 -2.0809 -1.6537  0.09
H8 2.3888 -0.5378 -1.3521  0.07
H9 2.3419 -1.5240 0.0841  0.06
H10 -0.1034 -0.5920 -1.1717  0.19

# 2
The molecule C3H5NO at a distorted geometry. Source: OMol25; level of theory: wB97M-V/def2-TZVPD.

The value obtained for the total energy is -247.167663 hartree. The SMILES is O=CN1CC1. The value obtained for the relative energy (zero: lowest compared OMol25 entry of this formula, charge and spin) is 366.4 kJ/mol. The maximum force comes out at 0.054 hartree/bohr.

Each line ends with the Löwdin charge.
Atoms and positions in Å:
O1 1.7130 0.6177 -1.0814  0.05
C1 1.4205 0.2470 0.0279  -0.33
N1 0.1575 0.2108 0.6452  -0.10
C2 -1.0576 0.4906 -0.0775  -0.21
C3 -0.8830 -0.9737 0.0370  0.02
H1 2.2067 -0.0680 0.7135  0.12
H2 -1.8127 0.9821 0.5289  0.11
H3 -0.8523 0.9568 -1.0358  0.11
H4 -0.4460 -1.4298 -0.8701  0.10
H5 -0.4461 -1.0333 1.1122  0.12

# 3
The molecule C2H2N2O at a distorted geometry. Source: OMol25; level of theory: wB97M-V/def2-TZVPD.

The value obtained for the total energy is -262.005907 hartree. The SMILES is N#C/C=N\O. The value obtained for the relative energy (zero: lowest compared OMol25 entry of this formula, charge and spin) is 414.9 kJ/mol. The maximum force comes out at 0.224 hartree/bohr.

Each line ends with the Löwdin charge.
Atoms and positions in Å:
N1 -0.8201 -1.1242 -2.1081  0.14
C1 -0.6459 -0.7894 -0.8650  -0.13
C2 0.3643 -0.5515 0.1382  -0.18
N2 0.6857 0.4705 0.9159  0.04
O1 -0.2484 1.4665 0.5699  -0.04
H1 0.6553 -1.6066 0.2062  0.12
H2 0.0091 2.1347 1.1429  0.05

# 4
A cluster of 7 separate species, C26H45BrN7O in total at a distorted geometry. Source: OMol25; level of theory: wB97M-V/def2-TZVPD.

The value obtained for the total energy is -4050.164594 hartree. The total charge is -1. The maximum force comes out at 0.112 hartree/bohr.

Each line ends with the Löwdin charge.
Atoms and positions in Å:
N1 -0.0527 4.4594 -2.1423  -0.16
C1 -1.0739 5.2999 -2.7930  -0.43
C2 -2.4975 4.5485 -2.7369  -0.73
O1 -2.6172 3.5071 -3.4270  -0.11
Br1 -4.0762 5.1319 -1.6740  0.49
H1 -0.0225 3.5173 -2.5618  -0.07
H2 -1.1221 6.3024 -2.2458  0.06
H3 -0.8479 5.5219 -3.8986  0.09
C3 3.7074 8.0872 -1.0059  -0.12
C4 3.4804 6.9865 0.0253  -0.29
C5 2.2326 6.1484 -0.2628  -0.22
C6 1.0167 7.0291 -0.2435  -0.22
N2 0.0704 7.7264 -0.2220  0.12
H4 2.8863 8.8084 -1.0124  0.07
H5 4.6229 8.6397 -0.7772  0.06
H6 3.8053 7.6675 -2.0116  0.08
H7 3.4007 7.4423 1.0178  0.09
H8 4.3548 6.3290 0.0424  0.10
H9 2.1206 5.3695 0.4911  0.05
H10 2.3099 5.6640 -1.2397  0.09
C7 0.5554 1.1286 -0.4408  -0.11
C8 1.8812 0.8106 -1.1247  -0.28
C9 3.0821 0.9352 -0.1833  -0.19
C10 3.1767 2.3392 0.3319  -0.16
N3 3.2507 3.4409 0.7294  0.17
H11 0.5210 2.1624 -0.0874  0.06
H12 -0.2735 0.9988 -1.1405  0.08
H13 0.3870 0.4648 0.4150  0.06
H14 2.0079 1.4825 -1.9795  0.11
H15 1.8426 -0.2061 -1.5186  0.06
H16 4.0038 0.6859 -0.7148  0.11
H17 2.9823 0.2489 0.6615  0.10
C11 -0.3790 -3.8863 -2.3197  -0.11
C12 -0.5429 -4.0275 -0.8103  -0.27
C13 -0.1143 -2.7741 -0.0438  -0.17
C14 1.3349 -2.4881 -0.3011  -0.20
N4 2.4701 -2.2634 -0.5028  0.16
H18 0.6671 -3.7372 -2.5996  0.07
H19 -0.7238 -4.7917 -2.8248  0.06
H20 -0.9612 -3.0423 -2.6998  0.08
H21 0.0414 -4.8882 -0.4689  0.11
H22 -1.5919 -4.2413 -0.5853  0.09
H23 -0.2630 -2.9201 1.0289  0.12
H24 -0.7094 -1.9110 -0.3541  0.12
C15 -4.6975 -7.7816 -4.0597  -0.11
C16 -3.4811 -7.7667 -3.1397  -0.27
C17 -3.6319 -6.7936 -1.9683  -0.20
C18 -3.8085 -5.3968 -2.4845  -0.22
N5 -3.9468 -4.3026 -2.8886  0.15
H25 -4.8595 -6.8082 -4.5290  0.07
H26 -4.5576 -8.5094 -4.8625  0.07
H27 -5.6028 -8.0532 -3.5082  0.07
H28 -2.5956 -7.5046 -3.7271  0.11
H29 -3.3197 -8.7746 -2.7468  0.11
H30 -2.7439 -6.8296 -1.3333  0.08
H31 -4.4970 -7.0608 -1.3559  0.10
C19 -4.5962 -5.5414 3.5587  -0.11
C20 -5.5221 -6.2056 2.5451  -0.27
C21 -5.0867 -7.6279 2.1833  -0.18
C22 -3.7162 -7.6035 1.5748  -0.20
N6 -2.6429 -7.5842 1.0984  0.15
H32 -3.5832 -5.4277 3.1650  0.07
H33 -4.9609 -4.5425 3.8081  0.08
H34 -4.5433 -6.1249 4.4827  0.08
H35 -5.5601 -5.5887 1.6419  0.11
H36 -6.5352 -6.2370 2.9557  0.11
H37 -5.7866 -8.0648 1.4667  0.11
H38 -5.0715 -8.2634 3.0726  0.12
C23 3.7854 5.4714 3.5883  -0.11
C24 5.1133 4.7801 3.8740  -0.27
C25 5.9780 5.5413 4.8825  -0.19
C26 6.3025 6.9069 4.3532  -0.22
N7 6.5564 7.9757 3.9380  0.12
H39 3.9320 6.4554 3.1365  0.06
H40 3.1932 4.8784 2.8883  0.04
H41 3.2029 5.5971 4.5065  0.08
H42 5.6598 4.6603 2.9334  0.11
H43 4.9155 3.7763 4.2610  0.11
H44 6.9099 4.9998 5.0631  0.11
H45 5.4548 5.6434 5.8369  0.11

# 5
A structure of composition C33H53CrNO2P2S3Si at a distorted geometry. Source: OMol25; level of theory: wB97M-V/def2-TZVPD.

Its multiplicity is 4. The value obtained for the total energy is -4705.620390 hartree. The total charge is +1. The value obtained for the relative energy (zero: lowest compared OMol25 entry of this formula, charge and spin) is 77.4 kJ/mol. The maximum force comes out at 0.055 hartree/bohr. Its expectation value of S² is 3.864.

Each line ends with the Mulliken spin population.
Atoms and positions in Å:
Cr1 -0.6404 -0.1556 -0.1850  3.39
C1 -2.3875 -2.6224 -1.5094  0.00
O1 -1.5282 -1.5313 -1.9132  -0.03
C2 -1.9543 -1.0116 -3.1839  0.01
C3 -1.2017 -1.6273 -4.3355  -0.01
O2 0.0024 -0.9466 -4.6295  0.00
C4 0.8246 -1.5869 -5.5759  0.00
H1 -2.6941 -3.2592 -2.3567  0.00
H2 -3.4126 -2.3065 -1.0912  0.00
H3 -1.8506 -3.2111 -0.7740  0.00
H4 -1.7302 0.0707 -3.1489  0.01
H5 -3.0419 -1.1578 -3.3277  0.00
H6 -1.8181 -1.6354 -5.2348  0.00
H7 -0.9808 -2.6577 -4.1139  0.00
H8 0.3510 -1.5874 -6.5146  0.00
H9 1.0443 -2.6179 -5.2770  0.00
H10 1.7374 -1.0723 -5.5558  0.00
C5 3.2632 3.5407 1.5986  -0.01
Si1 2.2552 4.5874 0.4560  0.01
C6 3.4065 5.5791 -0.6665  0.00
C7 0.9967 5.7276 1.2737  0.00
C8 1.2738 3.4850 -0.7817  0.00
C9 1.1657 3.9563 -2.0713  0.00
C10 0.4363 3.2305 -2.9945  0.00
C11 -0.0342 1.9830 -2.6202  0.04
N1 0.0216 1.5231 -1.3924  -0.07
C12 0.6185 2.3009 -0.4377  0.00
S1 0.4956 1.4526 1.1259  -0.15
H11 3.9295 4.2061 2.1445  0.00
H12 3.8639 2.8613 0.9931  0.00
H13 2.7090 2.9881 2.3526  0.00
H14 4.0472 6.2403 -0.0612  0.00
H15 2.9357 6.2200 -1.4398  0.00
H16 4.0683 4.8268 -1.1488  0.00
H17 1.5663 6.4230 1.8786  0.00
H18 0.3298 5.2146 1.9366  0.00
H19 0.4203 6.2855 0.5093  0.00
H20 1.6287 4.9139 -2.3307  0.00
H21 0.1612 3.5749 -3.9896  0.00
H22 -0.4864 1.3760 -3.3810  -0.01
S2 -2.8846 0.8552 0.3900  -0.06
P1 -2.9362 -0.4429 1.9189  -0.01
S3 -1.2638 -1.5495 1.6503  -0.05
C13 -2.9300 0.2714 3.5589  0.01
C14 -2.9882 1.6316 3.8359  0.00
C15 -2.9807 2.0430 5.1530  0.00
C16 -2.9161 1.1657 6.1786  0.00
C17 -2.8021 -0.1851 5.9364  0.00
C18 -2.7963 -0.6442 4.6295  0.00
C19 -4.4987 -1.3520 1.8779  0.01
C20 -4.6336 -2.7062 1.7335  0.00
C21 -5.9038 -3.2338 1.4020  0.00
C22 -7.0143 -2.4055 1.2735  0.00
C23 -6.8417 -1.0339 1.4272  0.00
C24 -5.5948 -0.5002 1.6868  -0.01
H23 -2.9477 2.3907 3.0616  0.00
H24 -3.0806 3.1115 5.3618  0.00
H25 -2.9847 1.5535 7.2096  0.00
H26 -2.8373 -0.9049 6.7478  0.00
H27 -2.7772 -1.7186 4.4369  0.00
H28 -3.7922 -3.3818 1.8376  0.00
H29 -5.9700 -4.3176 1.2040  0.00
H30 -8.0002 -2.8065 1.0179  0.00
H31 -7.6820 -0.3146 1.4761  0.00
H32 -5.4323 0.6052 1.7500  0.00
C25 3.4072 -3.3761 -1.0146  -0.01
C26 1.9950 -2.7923 -1.0343  -0.03
C27 1.0848 -3.9197 -0.5681  0.00
P2 1.7150 -1.1758 -0.2788  -0.06
C28 2.7332 0.0141 -1.3057  -0.01
C29 2.2122 -0.1087 -2.7502  0.03
C30 4.2315 -0.0180 -1.2178  0.00
C31 2.2706 -1.1347 1.5328  -0.02
C32 2.6210 -2.5109 2.0021  -0.01
C33 3.4265 -0.1924 1.8261  0.00
H33 3.5430 -3.9922 -1.9344  0.00
H34 3.5301 -4.0076 -0.1438  0.00
H35 4.2555 -2.6186 -1.0377  0.00
H36 1.7813 -2.5663 -2.0958  0.00
H37 1.5434 -4.4555 0.2185  0.00
H38 0.9281 -4.6208 -1.3863  0.00
H39 0.0785 -3.6037 -0.2689  0.00
H40 2.3922 0.9470 -0.8984  0.00
H41 2.6146 -1.0490 -3.1837  0.00
H42 2.5137 0.7558 -3.3002  0.00
H43 1.1589 -0.1160 -2.7922  0.00
H44 4.7245 -0.7021 -1.8902  0.00
H45 4.6693 -0.1706 -0.2184  0.00
H46 4.5696 0.9595 -1.5458  0.00
H47 1.3949 -0.8192 1.9922  0.00
H48 3.4767 -2.9292 1.4914  0.00
H49 1.7485 -3.1684 1.8886  0.00
H50 2.9347 -2.4306 3.0250  0.00
H51 4.3718 -0.7373 1.7736  0.00
H52 3.3327 0.1136 2.8574  0.00
H53 3.4386 0.7145 1.2752  0.00

# 6
The molecule C5H8N2 at a distorted geometry. Source: OMol25; level of theory: wB97M-V/def2-TZVPD.

The value obtained for the total energy is -304.771778 hartree. The SMILES is C[C@H]1CN1CC#N. The value obtained for the relative energy (zero: lowest compared OMol25 entry of this formula, charge and spin) is 167.3 kJ/mol. The maximum force comes out at 0.021 hartree/bohr.

Each line ends with the Löwdin charge.
Atoms and positions in Å:
C1 -1.8125 -0.8779 0.3214  -0.05
C2 -0.6769 -0.1079 -0.3014  -0.35
C3 -0.5312 1.3554 -0.1321  -0.11
N1 0.3103 0.4353 0.6232  -0.08
C4 1.7237 0.3923 0.2562  -0.18
C5 2.1206 -0.8613 -0.4034  -0.21
N2 2.4295 -1.8336 -0.9477  0.15
H1 -2.0846 -0.4272 1.2810  0.08
H2 -1.5266 -1.9196 0.5015  0.08
H3 -2.6904 -0.8681 -0.3334  0.08
H4 -0.2915 -0.5158 -1.2384  0.13
H5 -0.0639 1.9119 -0.9459  0.11
H6 -1.2480 1.9231 0.4572  0.11
H7 2.0064 1.2128 -0.4178  0.12
H8 2.3234 0.5016 1.1656  0.12

- Among the records above, which one has the lowest total energy?
  C33H53CrNO2P2S3Si

- Which of these has the highest maximum force?
  C2H2N2O

- total energy of number 4 (C26H45BrN7O)?
  -4050.164594 hartree

- Which of these has the lowest total energy?
  C33H53CrNO2P2S3Si